Computed, not measured: a cluster of 9 separate species, C32H62N2O14 in total, with the ωB97M-V functional and the def2-TZVPD basis.

Computed properties:
molecular weight: 698.85 g/mol
SMILES: CCOC(C)=O.CCOC(C)=O.CCOC(C)=O.CCOC(C)=O.CCOC(C)=O.CCOC(C)=O.CCOC(C)=O.CC#N.CC#N
E: -2419.371140 Eh
Kohn-Sham gap: 10.525 eV
spin multiplicity: 1

Each line ends with the Mulliken charge.
Positions of all 110 atoms, in Å:
C1 -6.43192 -4.38764 1.05880  -0.6288
C2 -6.83841 -3.19427 1.82845  -0.3887
O1 -5.75671 -2.70829 2.61238  -0.3902
C3 -4.79401 -1.97059 2.01154  0.7973
C4 -3.57753 -1.81222 2.91354  -0.9728
O2 -4.93628 -1.43477 0.97243  -0.5768
H1 -6.30604 -5.31419 1.60198  0.3405
H2 -5.59793 -4.02512 0.49809  -0.0709
H3 -7.15575 -4.48480 0.28926  0.3859
H4 -7.10354 -2.40400 1.15234  0.2536
H5 -7.62839 -3.18274 2.52421  0.4093
H6 -3.92456 -1.64992 3.93670  0.3670
H7 -3.00345 -0.99891 2.55438  0.0965
H8 -2.96899 -2.66573 2.86827  0.3496
C5 0.92086 1.50063 -2.12584  -0.3157
C6 0.90166 0.35806 -3.09915  -0.8502
O3 0.26312 -0.82201 -2.56588  -0.1516
C7 1.00567 -1.69995 -1.92970  0.7249
C8 0.22509 -2.99533 -1.82791  -0.8547
O4 2.17459 -1.54676 -1.49936  -0.5811
H9 1.38571 2.36252 -2.54900  0.3463
H10 1.45792 1.24209 -1.20491  -0.1166
H11 -0.08421 1.86169 -1.96230  0.3408
H12 0.21166 0.69977 -3.95587  0.2690
H13 1.88571 0.16030 -3.52601  0.3860
H14 0.91839 -3.85327 -1.58538  0.3804
H15 -0.38517 -3.19848 -2.68906  0.3937
H16 -0.49628 -2.91493 -0.90544  -0.1214
C9 -0.72811 3.82189 0.43070  -0.2776
C10 -1.87125 3.38775 1.35433  -0.4587
O5 -3.02965 3.02510 0.58458  -0.3329
C11 -3.92919 2.20573 1.19367  0.9295
C12 -5.07058 1.90647 0.23402  -0.9232
O6 -3.74497 1.71824 2.27313  -0.5908
H17 -0.99049 4.55574 -0.31981  0.4928
H18 -0.18667 2.98480 -0.02127  -0.4732
H19 0.02790 4.23833 1.11650  0.2809
H20 -1.58226 2.56497 1.95696  0.4198
H21 -2.11531 4.26603 1.98249  0.2317
H22 -5.91476 2.37700 0.64257  0.4052
H23 -5.21136 0.82021 0.21120  0.0778
H24 -4.79858 2.27627 -0.73827  0.2952
C13 0.78209 0.18576 2.00666  -1.1304
C14 1.87970 1.17388 1.81008  1.2460
O7 1.85664 2.23558 2.79782  -0.4370
C15 2.85931 3.13516 2.69396  0.7580
C16 2.93388 4.10838 3.81396  -1.2828
O8 3.64935 3.14132 1.78390  -0.4356
H25 -0.17894 0.59374 1.65754  -0.1098
H26 0.58217 0.00933 3.05969  0.4154
H27 0.93659 -0.69297 1.39876  0.3637
H28 2.89720 0.73048 1.88420  -0.1584
H29 1.86647 1.68043 0.84225  -0.1446
H30 2.95776 5.11787 3.34816  0.2894
H31 3.90780 4.11864 4.30953  0.3400
H32 2.16784 4.07233 4.56223  0.3481
C17 -2.72459 -8.31799 -3.64831  -1.1199
C18 -3.69992 -7.28952 -4.09391  -0.2317
O9 -4.06417 -6.41754 -3.01326  -0.3638
C19 -3.17027 -5.53763 -2.59745  0.5701
C20 -3.63004 -4.79523 -1.35082  -0.8350
O10 -2.09997 -5.37737 -3.13442  -0.5767
H33 -2.67011 -9.18877 -4.38785  0.3341
H34 -3.06373 -8.75070 -2.75567  0.3474
H35 -1.73501 -7.91309 -3.56251  0.3175
H36 -3.43747 -6.61995 -4.90952  0.3222
H37 -4.65169 -7.74761 -4.35553  0.2758
H38 -3.97306 -5.61272 -0.65864  0.3546
H39 -4.57342 -4.26220 -1.62030  0.2996
H40 -2.80374 -4.33014 -0.88995  0.2837
C21 5.15762 -0.90142 -0.94492  -1.3663
C22 4.24273 0.02770 -0.08730  0.4401
O11 4.98734 0.32951 1.12966  -0.1709
C23 5.88794 1.31385 1.07095  0.8312
C24 6.51708 1.58793 2.41154  -1.1231
O12 6.18465 1.96070 0.08406  -0.5839
H41 5.33933 -1.81669 -0.37377  0.2588
H42 6.08045 -0.39133 -1.25987  0.4094
H43 4.67679 -1.21201 -1.88790  0.3837
H44 4.00747 0.95033 -0.65848  -0.2455
H45 3.38916 -0.50940 0.18035  0.3593
H46 7.26026 2.38428 2.33062  0.3506
H47 6.86573 0.62709 2.87280  0.2732
H48 5.76717 1.97476 3.12456  0.1771
C25 1.10246 8.46542 -0.67713  -1.3225
C26 1.42593 7.16392 -1.45892  0.0860
O13 2.52084 6.45831 -0.92153  -0.3538
C27 2.80695 5.31825 -1.69223  0.6045
C28 3.98962 4.47739 -1.21158  -0.2037
O14 2.14269 5.00183 -2.60325  -0.5564
H49 1.22851 8.23612 0.37811  0.3174
H50 0.14904 8.76139 -0.93508  0.4263
H51 1.74761 9.28717 -1.00541  0.3284
H52 0.58877 6.51026 -1.35642  0.1112
H53 1.63290 7.43293 -2.52028  0.2834
H54 4.37102 4.58032 -0.18141  0.1990
H55 4.80685 4.52658 -1.96589  0.3825
H56 3.55245 3.48933 -1.35831  -0.2601
C29 4.89120 -2.78909 2.79587  -0.0637
C30 4.78574 -4.26852 2.48619  0.1556
N1 4.79959 -5.38919 2.21225  -0.3883
H57 5.74719 -2.56713 3.44658  0.3283
H58 3.91427 -2.48856 3.21210  0.1933
H59 5.03191 -2.27661 1.78731  -0.2464
C31 -2.80478 -0.70663 -1.67478  -0.7797
C32 -2.25855 -1.08956 -0.40155  0.8779
N2 -1.61611 -1.41221 0.48317  -0.6101
H60 -2.09170 -0.09985 -2.28231  0.0877
H61 -3.68330 0.01583 -1.52363  0.1226
H62 -3.16143 -1.48217 -2.31210  0.3494

***

Computed, not measured: a structure of composition C32H63Cl2CuNO12S4, with the ωB97M-V functional and the def2-TZVPD basis.

Computed properties:
molecular weight: 916.57 g/mol
charge: -1
E: -6366.004549 Eh
Kohn-Sham gap: 4.243 eV
spin multiplicity: 1

Each line ends with the Mulliken charge.
Positions of all 115 atoms, in Å:
Cu1 0.68226 -2.24330 1.32119  -0.1037
C1 1.08950 0.01014 -2.16360  -1.8049
C2 1.09162 -0.11480 -0.55129  2.4590
C3 0.49781 1.26505 -0.02629  0.0328
C4 -0.96444 1.33143 -0.07525  -2.0451
C5 -1.79384 0.13715 0.52299  0.5411
C6 -1.28567 -1.23157 0.02808  2.8183
N1 0.26614 -1.34531 -0.02936  1.1594
O1 0.77504 -2.60952 -0.60587  -0.8974
C7 -1.92252 -1.50648 -1.36436  -1.5909
C8 -1.79052 -2.35701 1.05757  -3.3966
C9 2.54112 -0.06386 -0.01266  -2.2529
H1 0.06521 -0.12285 -2.51182  0.2169
H2 1.61951 -0.87843 -2.50658  0.4110
H3 1.45741 0.96204 -2.54653  0.2313
H4 0.88371 2.14009 -0.54925  0.3329
H5 0.62372 1.36833 1.05147  -0.5231
H6 -1.33194 1.70239 -1.03203  0.0726
H7 -1.18420 2.22242 0.51292  0.8292
H8 -2.80078 0.24121 0.11883  -1.2730
H9 -1.65689 0.08447 1.60307  -0.0106
H10 -1.71077 -0.85209 -2.20996  0.6680
H11 -2.99754 -1.36776 -1.24943  0.4968
H12 -1.61092 -2.42935 -1.85355  0.1298
H13 -1.26062 -3.30116 0.93158  3.1808
H14 -2.84485 -2.62968 1.01139  -0.5736
H15 -1.57528 -2.04696 2.08013  -3.6472
H16 3.26779 -0.83119 -0.27960  0.1452
H17 2.54068 -0.03959 1.07707  0.9738
H18 3.03215 0.82007 -0.41968  1.1995
C10 -0.49918 -2.75299 3.25094  -1.1530
O2 0.53243 -3.45624 2.59979  -0.7352
H19 -1.40418 -3.33335 3.07134  0.5053
H20 -0.14689 -2.77789 4.28214  0.3301
H21 -0.57444 -1.73854 2.85936  0.7988
C11 1.61425 3.52403 1.14589  -1.9853
C12 1.52267 2.26453 1.87676  1.3576
C13 2.72715 2.25613 2.83469  -1.3445
S1 4.07718 3.16007 2.03210  1.1448
O3 5.09500 2.23468 1.61536  -0.6553
O4 4.46675 4.34834 2.85273  -0.7794
C14 3.08719 3.67903 0.55637  0.6193
H22 1.43864 4.31666 1.87321  0.6404
H23 0.81932 3.61104 0.40520  0.7481
H24 1.31562 1.37301 1.28481  -0.2513
H25 0.55841 2.26475 2.38500  0.5611
H26 3.03096 1.35797 3.37238  0.4028
H27 2.40426 3.00110 3.56192  0.5428
H28 3.04563 2.80994 -0.10018  -1.4086
H29 3.41898 4.51777 -0.05563  0.8324
C15 -4.54773 0.01970 2.73446  -0.8954
C16 -3.18357 0.05396 2.13919  0.3013
C17 -2.20887 -0.48355 3.17381  0.1330
S2 -3.10817 -0.56162 4.75716  1.3482
O5 -2.25044 0.01420 5.73357  -0.7659
O6 -3.71375 -1.87726 5.02540  -0.6793
C18 -4.39244 0.61110 4.21970  -0.8237
H30 -4.90542 -1.00756 2.80448  0.4396
H31 -5.32531 0.53588 2.17139  0.4088
H32 -2.96943 1.08712 1.86561  0.4345
H33 -3.27983 -0.57218 1.25218  -0.2134
H34 -1.38759 0.22807 3.25860  0.5401
H35 -1.76740 -1.47683 3.09262  1.8640
H36 -3.86027 1.56188 4.18949  0.3276
H37 -5.22919 0.65245 4.91702  0.5357
C19 5.37939 2.95612 -2.88448  -0.4139
C20 4.41861 3.97444 -3.45117  -0.6513
C21 2.97909 3.30378 -3.44819  -1.0469
S3 2.86444 2.30774 -1.92402  0.3139
O7 2.52331 0.90539 -2.44793  -1.0479
O8 2.03142 2.84007 -0.88698  -0.6593
C22 4.70221 2.52010 -1.56578  -0.9604
H38 6.33929 3.43223 -2.68447  0.4503
H39 5.58515 2.10344 -3.53155  0.0538
H40 4.81595 4.06194 -4.46239  0.5256
H41 4.49397 4.90850 -2.89443  0.2941
H42 2.89526 2.72806 -4.36994  0.3785
H43 2.09075 3.93535 -3.43937  0.4054
H44 4.99609 1.51299 -1.27003  0.4209
H45 4.73262 3.35526 -0.86601  0.5532
C23 -2.06718 -5.61507 0.53936  -1.3832
C24 -2.39102 -4.12636 0.51851  1.0239
C25 -1.74997 -3.63295 -0.78103  0.5356
S4 -2.13121 -4.92376 -2.08923  1.2480
O9 -0.85130 -5.02446 -2.84042  -0.6915
O10 -3.40912 -4.68230 -2.80237  -0.7674
C26 -2.29999 -6.39094 -0.87618  -0.8374
H46 -2.46615 -6.15709 1.39676  0.5882
H47 -1.01599 -5.83038 0.73105  0.3635
H48 -2.15217 -3.65827 1.47346  -0.5617
H49 -3.47008 -3.99720 0.43460  0.7781
H50 -0.66446 -3.69973 -0.85399  0.3204
H51 -2.02292 -2.61420 -1.05627  -2.2638
H52 -1.65459 -7.16753 -1.28664  0.5114
H53 -3.33936 -6.71843 -0.89963  0.2890
O11 -4.31267 -0.17804 0.59335  -0.5715
C27 -3.96360 0.60506 -0.27265  0.5309
O12 -3.30557 1.63969 0.07282  -0.3187
C28 -2.81275 2.47388 -1.02086  0.3627
C29 -3.72315 1.96398 -2.20135  -0.9924
C30 -4.25966 0.64426 -1.73933  -0.0773
H54 -1.75721 2.30815 -1.23641  -0.1237
H55 -2.96783 3.54671 -0.90639  0.7044
H56 -3.07193 1.85767 -3.06894  0.4444
H57 -4.46538 2.73975 -2.38945  0.2795
H58 -3.58845 -0.18763 -1.95273  0.3383
H59 -5.30728 0.45743 -1.97530  0.6374
Cl1 5.88494 -1.84717 -3.56557  -0.2208
C31 5.23013 -0.41742 -2.66768  -0.5140
C32 3.73542 -0.42978 -2.24464  1.5688
Cl2 3.27719 -2.02278 -1.48741  -0.2684
H60 5.40455 0.45921 -3.29153  -0.3779
H61 5.91030 -0.29483 -1.82480  0.4173
H62 3.24957 -0.05702 -3.14636  0.5127
H63 3.57827 0.37332 -1.52461  -2.0068